i:
The molecule CH3BrO2S, computed with ωB97M-V/def2-TZVPD.

Atoms and positions in Å:
C1 -0.958 -0.369 -0.005
O1 0.750 1.033 1.308
O2 0.801 1.403 -1.241
S1 0.658 0.502 0.023
Br1 2.143 -1.124 -0.134
H1 -1.700 0.391 -0.435
H2 -0.745 -1.297 -0.590
H3 -0.947 -0.540 1.074

E_LUMO: -0.5 eV
SMILES: CS(=O)(=O)Br
net charge: 0
orbital gap: 10.456 eV

ii:
The molecule CH3BrO2S, computed with ωB97M-V/def2-TZVPD.

Atoms and positions in Å:
C1 0.210 0.092 0.089
O1 -0.166 -2.161 1.898
O2 1.241 -0.320 0.959
S1 1.106 -1.322 2.247
Br1 0.543 0.252 3.702
H1 0.047 1.067 0.385
H2 -0.600 -0.627 0.052
H3 0.562 -0.059 -0.841

E_LUMO: -0.3 eV
net charge: 0
orbital gap: 10.141 eV

Stability, highest: i

i:
A cluster of 2 separate species, CH6OSi2 in total, computed with ωB97M-V/def2-TZVPD.

Atoms and positions in Å:
C1 0.479 0.750 1.585
O1 0.637 0.783 2.738
Si1 -1.017 -0.671 -1.116
Si2 0.958 -0.263 0.099
H1 -0.464 1.776 0.788
H2 -1.657 0.573 -0.916
H3 -0.936 -0.768 -2.585
H4 -1.740 -1.872 -0.625
H5 1.924 -1.270 0.623
H6 1.817 0.961 -0.591

E_LUMO: 0.1 eV
net charge: 0
orbital gap: 8.919 eV

ii:
The molecule CH6OSi2, computed with ωB97M-V/def2-TZVPD.

Atoms and positions in Å:
C1 -1.058 0.556 0.275
O1 1.388 -0.915 -0.275
Si1 1.006 0.763 0.096
Si2 -0.427 -1.246 0.052
H1 -1.329 1.068 -0.737
H2 1.175 1.539 -1.268
H3 -1.685 0.808 1.073
H4 1.892 1.433 0.969
H5 -0.117 -2.216 1.104
H6 -0.845 -1.789 -1.288

E_LUMO: 0.5 eV
net charge: 0
orbital gap: 10.500 eV

Stability, highest: ii

i:
A cluster of 2 separate species, CH5INP in total, computed with ωB97M-V/def2-TZVPD.

Atoms and positions in Å:
C1 -1.413 0.981 -1.095
N1 1.619 -1.436 1.880
P1 -0.001 -1.274 1.465
I1 -0.655 0.349 3.134
H1 -0.812 0.324 -1.687
H2 -0.960 1.823 -0.622
H3 -2.471 0.857 -1.057
H4 2.180 -0.618 2.077
H5 2.120 -2.149 1.375

E_LUMO (spin up / spin down): -0.4 / 0.2 eV
net charge: 0
orbital gap (spin up / spin down): 8.258 / 7.521 eV

ii:
The molecule CH5INP, computed with ωB97M-V/def2-TZVPD.

Atoms and positions in Å:
C1 -1.198 -0.133 -0.267
N1 1.196 -0.026 0.861
P1 0.332 0.900 -0.284
I1 1.376 0.024 -2.317
H1 -1.800 0.099 -1.143
H2 -1.778 0.107 0.625
H3 -0.936 -1.191 -0.261
H4 2.116 0.355 1.052
H5 0.692 -0.135 1.733

E_LUMO: 0.5 eV
SMILES: CP(N)I
net charge: 0
orbital gap: 8.939 eV

Stability, highest: ii

i:
The molecule C4H7FS, computed with ωB97M-V/def2-TZVPD.

Atoms and positions in Å:
C1 -0.262 0.362 0.505
C2 -1.638 -0.373 0.421
C3 0.894 -0.464 -0.035
C4 2.133 -0.199 -0.397
H1 -0.599 1.668 -1.480
H2 -0.160 0.544 1.536
H3 -1.356 -1.398 0.744
H4 -2.421 0.089 1.070
H5 0.572 -1.500 -0.181
H6 2.620 0.718 -0.193
H7 2.656 -1.055 -0.869
F1 -2.062 -0.463 -0.928
S1 -0.378 2.070 -0.194

E_LUMO: 0.8 eV
SMILES: C=C[C@@H](S)CF
net charge: 0
orbital gap: 10.040 eV

ii:
A structure of composition C4H7FS, computed with ωB97M-V/def2-TZVPD.

Atoms and positions in Å:
C1 0.953 -0.220 0.837
C2 -0.258 -0.092 0.049
C3 -0.967 -1.181 -0.512
C4 -0.953 1.298 -0.260
H1 2.346 -1.283 -0.607
H2 0.952 0.508 1.762
H3 1.542 -1.147 1.284
H4 -0.704 -2.213 0.174
H5 -1.735 -1.075 -1.161
H6 -0.772 1.981 0.628
H7 -2.091 1.137 -0.204
F1 -0.310 1.809 -1.406
S1 1.996 0.479 -0.582

E_LUMO: -0.3 eV
net charge: 0
orbital gap: 7.959 eV

iii:
The molecule C4H7FS, computed with ωB97M-V/def2-TZVPD.

Atoms and positions in Å:
C1 0.981 -0.012 0.682
C2 -0.359 0.404 -0.071
C3 -1.612 -0.296 0.362
C4 -0.837 -0.648 -0.908
H1 2.742 1.640 -0.065
H2 1.423 0.556 1.543
H3 0.789 -1.164 0.778
H4 -2.500 0.384 0.105
H5 -1.561 -0.881 1.220
H6 -1.108 -0.307 -1.999
H7 -0.143 -1.533 -1.050
F1 -0.429 1.799 -0.301
S1 2.614 0.057 -0.295

E_LUMO: 0.6 eV
SMILES: FC1(CS)CC1
net charge: 0
orbital gap: 9.761 eV

iv:
The molecule C4H7FS, computed with ωB97M-V/def2-TZVPD.

Atoms and positions in Å:
C1 0.943 -0.495 -1.121
C2 -0.445 -0.001 -0.874
C3 -0.571 0.612 0.502
C4 -0.255 -0.111 1.766
H1 1.019 -1.092 -2.046
H2 1.572 0.367 -1.224
H3 1.153 -1.163 -0.184
H4 -1.253 -0.763 -1.018
H5 0.053 1.504 0.550
H6 -1.586 1.053 0.688
H7 -1.085 -0.341 2.409
F1 -0.692 1.079 -1.826
S1 1.149 -0.648 2.378

E_LUMO: -0.6 eV
SMILES: C[C@H](F)CC=S
net charge: 0
orbital gap: 8.406 eV

Stability, highest: iv